ORCA calculation (ωB97M-V/def2-TZVPD) on a single C6H8N2O molecule at a distorted geometry.

XYZ file:
```
17
Properties=species:S:1:pos:R:3:forces:R:3:mulliken_charge:R:1
O -2.1012 0.6307 -1.1951 1.301 -0.396 0.969 -0.528
N 0.9063 0.5214 -0.1363 0.313 -0.205 -0.563 0.200
N 0.4997 -1.6217 -0.6035 -1.085 1.298 0.672 -0.639
C 0.6609 1.9667 0.1124 1.814 -0.272 -1.266 -0.822
C 2.1642 -0.1215 -0.0867 -7.683 -4.162 -0.906 -0.256
C -1.5268 -0.1097 -0.4018 -2.263 -0.180 -1.134 0.402
C -2.3546 -0.8924 0.6212 0.273 0.143 -0.404 -1.240
C 1.8214 -1.4698 -0.3666 -2.529 6.160 0.438 -0.630
C -0.0534 -0.3909 -0.4533 1.736 -1.074 0.609 0.515
H -2.1929 -1.9367 0.5122 0.427 -1.171 -0.728 0.388
H 0.6844 2.0189 1.2512 -0.941 0.820 -1.609 0.314
H 1.6728 2.4642 -0.2603 -2.359 -0.591 0.725 0.254
H -3.4606 -0.7930 0.5781 0.966 0.732 0.120 0.314
H 2.9376 0.4528 -0.0771 4.986 2.940 0.420 0.467
H 2.4417 -2.2039 -0.4540 3.593 -4.424 -0.506 0.601
H -0.2339 2.2644 -0.6148 1.801 -0.232 2.362 0.319
H -1.8656 -0.7795 1.5746 -0.351 0.615 0.801 0.341
```
Forces are in eV/Å.

Output
SMILES = CC(=O)c1nccn1C
net charge = 0
energy relative to the best compared isomer or geometry (same formula, charge and spin) = 1.8641 eV
multiplicity = 1
HOMO energy = -8.8960 eV
frontier orbital gap = 9.7 eV

ORCA calculation (ωB97M-V/def2-TZVPD) on C26H37F3I2LiN4O6 as an isolated structure.

XYZ file:
```
79
Properties=species:S:1:pos:R:3:forces:R:3:mulliken_charge:R:1
I -7.4003 -1.2850 -0.1101 0.000 -0.041 -0.151 0.131
I -4.0883 -0.9183 -2.3192 0.135 -0.136 0.108 0.189
F -0.9077 0.1670 -3.5290 0.037 -0.595 0.291 -0.219
F -0.2822 1.4032 -5.1692 0.450 0.066 -0.670 -0.278
F -2.2408 1.6229 -4.3371 -0.849 0.196 -0.163 -0.271
O -1.2066 -0.3649 3.3226 -0.114 -0.600 0.389 -1.147
O 2.7296 -1.3448 -3.2481 0.089 0.113 -0.056 -0.439
O -3.2899 1.7884 -0.3297 -0.678 0.657 -0.285 -0.588
O 2.2147 1.5029 -2.7982 -0.060 0.311 -0.032 -0.328
O -0.4514 2.3114 -3.2305 0.395 0.502 0.163 -0.276
O -2.9181 -4.0623 -0.6698 0.005 -0.012 0.019 -0.502
N 1.4039 0.3201 3.9074 0.049 -0.357 0.044 -0.457
N 4.1979 2.4126 2.6467 -0.232 0.014 -0.107 -0.732
N 2.5860 3.5402 1.4218 0.068 0.000 0.097 -0.532
N 4.8154 3.0418 0.5051 -0.090 -0.279 -0.051 -0.619
C 2.9406 -3.4339 -1.9564 -0.135 -0.224 0.022 -1.230
C 1.0734 1.7097 -0.6681 -0.259 -0.352 0.558 0.554
C -1.1022 0.9810 0.0850 0.463 -0.027 0.114 0.708
C -2.6020 -0.9984 1.5355 -0.305 -0.322 -0.103 0.788
C -4.4086 -0.9003 -0.1839 -0.459 0.333 -0.315 -1.651
C 3.1774 1.2212 0.6646 -0.144 0.559 -0.305 -1.869
C -3.0966 -4.3881 0.7017 0.286 0.283 -0.393 -0.705
C -0.3412 1.6787 -0.8457 0.631 -0.102 0.174 0.988
C 3.4140 -0.5490 -2.3046 -0.141 0.003 -0.307 0.141
C -0.9632 1.3960 -4.0555 0.262 -0.224 0.278 0.936
C 1.9652 2.3683 -1.7124 -0.570 -0.096 -0.026 -1.614
C 0.8878 0.4178 1.4199 -0.133 0.423 -0.446 0.762
C -1.4165 -0.3435 2.1047 0.203 0.416 -0.301 -0.483
C -2.5785 0.8865 0.0092 0.320 -0.452 0.414 -0.733
C -5.6663 -0.0553 0.1320 0.328 -0.038 0.199 -0.126
C 2.0551 -2.4397 -2.6812 -0.157 -0.298 0.230 -0.034
C -5.6669 0.5366 1.5412 -0.003 -0.393 -0.420 -1.156
C -3.0870 -2.2702 2.1712 0.390 0.230 -0.087 -1.043
C -0.5087 0.3599 1.1946 0.703 0.132 -0.103 0.561
C -2.3009 -3.5055 1.6620 -0.683 0.075 0.136 -0.837
C -3.1759 -0.4038 0.4841 0.166 -0.069 -0.182 1.298
C 3.6849 2.5751 1.2874 0.115 0.182 0.290 0.344
C 3.4720 0.8600 -2.8451 -0.101 -0.266 -0.307 -0.754
C -1.0669 2.4205 -1.9524 0.227 0.119 -0.007 -1.691
C 1.4847 -0.3347 2.6035 -0.585 0.077 -0.054 -1.582
C 1.6812 1.1182 0.4727 -0.710 -0.215 -0.067 1.298
Li -1.4438 -1.4742 4.7131 0.212 0.254 0.014 0.902
H 4.7824 2.7780 -0.4667 -0.016 0.109 -0.059 0.234
H -2.7588 -5.4123 0.8141 -0.101 -0.232 0.020 0.390
H 4.4366 -0.9083 -2.1699 0.106 -0.147 0.222 0.378
H -5.3429 -0.2206 2.2496 -0.034 -0.033 0.275 0.207
H -4.1515 -2.3901 2.0122 -0.185 -0.097 0.010 0.706
H 3.3307 -3.0625 -1.0131 0.148 0.161 0.071 0.265
H 2.5080 -0.6172 2.4135 0.235 0.021 -0.032 0.504
H -1.3985 -3.1800 1.1489 0.327 -0.120 0.122 0.493
H 0.6091 0.9317 3.9767 -0.007 0.228 -0.034 0.325
H -5.7200 0.7323 -0.6044 -0.299 0.169 -0.088 0.478
H 2.8704 -0.5645 -1.3583 0.063 -0.067 0.211 -0.125
H 3.4656 2.0374 3.2329 -0.012 -0.029 0.168 0.003
H 4.9815 1.7739 2.6404 0.097 -0.003 0.021 0.358
H 2.8868 2.7089 -1.2621 0.221 0.086 0.071 0.378
H 4.9355 4.0396 0.5916 0.177 0.071 0.086 0.293
H -2.5544 -3.1796 -0.7810 -0.033 0.076 -0.018 0.273
H -2.0436 -4.1184 2.5208 0.271 -0.107 0.067 0.367
H 3.7346 0.7758 -3.8977 0.031 0.083 -0.139 0.449
H 3.6676 1.1225 -0.2943 0.027 -0.231 -0.091 0.065
H 0.9379 -1.2739 2.6649 0.027 -0.227 0.001 0.291
H -1.0678 3.4829 -1.7237 0.019 0.144 0.059 0.383
H 1.5462 -2.9590 -3.4860 -0.008 0.106 -0.301 0.463
H -4.5753 -1.9458 0.0322 -0.005 -0.126 0.179 0.701
H 1.2689 -2.0865 -2.0014 -0.039 0.157 0.102 0.073
H -2.9737 -2.1730 3.2529 -0.085 -0.037 0.171 0.195
H 3.7602 -3.7707 -2.5827 0.192 0.078 -0.108 0.298
H -2.1052 2.1245 -2.0132 -0.024 -0.059 -0.064 0.764
H -6.6728 0.8392 1.7959 -0.115 0.196 0.162 0.512
H 2.3468 -4.3165 -1.7260 -0.094 -0.097 0.071 0.439
H -4.1611 -4.3272 0.9301 -0.138 -0.161 0.188 0.301
H 1.4619 3.2564 -2.0902 -0.047 0.026 -0.175 0.581
H 3.5469 0.4091 1.2687 0.127 -0.161 0.133 0.807
H 2.7704 4.0882 2.2550 0.014 0.037 0.010 0.295
H -5.0029 1.3937 1.5842 0.123 0.130 0.059 0.270
H 2.2482 0.8043 4.1597 0.050 0.129 0.022 0.303
H 2.5943 4.1989 0.6540 -0.117 -0.072 -0.172 0.204
H 4.2645 1.4407 -2.3675 -0.021 0.153 0.178 0.372
```
Forces are in eV/Å.

Output
net charge = +1
multiplicity = 1
HOMO energy = -11.5382 eV
frontier orbital gap = 7.1 eV